Below is a 3-piece molecular cluster, C4H7BrO overall at a distorted geometry, with properties calculated with ωB97M-V/def2-TZVPD.

## Properties
Energy above the lowest of the compared OMol25 structures with the same formula, charge and spin ... 99.2 kcal per mole
Maximum force ... 7.874 eV/Å
Total charge ... 0
HOMO-LUMO gap (alpha / beta) ... 6.4183 / 7.6143 eV
Spin multiplicity ... 3
Expectation value of S² ... 2.006
HOMO level (alpha / beta) ... -0.2110 / -0.3603 Eh

Last column: Mulliken charge in e.
Element x y z (Å)
C1 -2.45 -2.06 -2.29  -0.043
C2 -3.28 -1.40 -1.71  -0.376
C3 1.08 0.91 0.46  -0.623
C4 0.40 0.16 -0.70  -0.226
O1 0.03 -0.95 -0.87  -0.257
Br1 -4.30 -0.56 -0.53  -0.008
H1 -1.65 -2.26 -2.84  0.425
H2 3.06 0.76 3.73  -0.116
H3 2.00 1.48 0.03  0.256
H4 0.21 1.54 0.79  0.253
H5 1.17 0.22 1.37  0.223
H6 3.58 1.27 3.99  0.117
H7 0.13 0.90 -1.41  0.374

***

Below is C3H7FO as an isolated structure at a distorted geometry, with properties calculated with ωB97M-V/def2-TZVPD.

## Properties
Energy above the lowest of the compared OMol25 structures with the same formula, charge and spin ... 40.0 kcal per mole
Maximum force ... 4.456 eV/Å
Total charge ... 0
HOMO-LUMO gap ... 10.9505 eV
HOMO level ... -0.3768 Eh

Last column: Mulliken charge in e.
Element x y z (Å)
C1 -0.60 0.14 -1.32  -1.231
C2 -0.33 -0.18 1.26  -1.187
C3 0.28 -0.21 -0.11  1.035
O1 1.79 0.95 -0.12  -0.628
F1 0.85 -1.37 -0.34  -0.246
H1 0.13 -0.01 -2.13  0.315
H2 -0.95 1.13 -1.38  0.353
H3 -1.54 -0.62 -1.32  0.304
H4 -0.51 0.77 1.65  0.356
H5 0.31 -0.81 1.88  0.368
H6 -1.49 -0.51 1.15  0.285
H7 2.07 0.71 0.77  0.277

***

Below is a 9-piece molecular cluster, C52H101FN8O13S2 overall at a distorted geometry, with properties calculated with ωB97M-V/def2-TZVPD.

## Properties
Energy above the lowest of the compared OMol25 structures with the same formula, charge and spin ... 0.0 kcal per mole
Maximum force ... 1.495 eV/Å
Total charge ... 0
HOMO-LUMO gap ... 8.9237 eV
HOMO level ... -0.3132 Eh

Last column: Mulliken charge in e.
Element x y z (Å)
C1 12.03 -3.17 -2.60  -0.721
O1 11.20 -2.36 -1.79  -0.320
C2 11.86 -1.20 -1.34  -0.649
C3 10.82 -0.24 -0.80  -0.817
C4 10.06 0.51 -1.89  -0.316
C5 9.17 1.63 -1.30  -0.826
C6 7.68 1.27 -1.30  -0.778
C7 6.82 2.53 -1.30  -0.720
C8 5.34 2.28 -1.67  -0.664
C9 4.34 3.02 -0.76  -0.646
C10 3.12 3.56 -1.56  -0.735
C11 1.82 2.92 -1.07  -0.512
C12 0.57 3.59 -1.65  -1.607
C13 -0.70 2.73 -1.54  -0.849
C14 -1.01 1.83 -2.76  -0.406
O2 -0.12 2.01 -3.89  -0.492
S1 1.27 1.17 -3.84  0.724
O3 2.19 1.95 -4.62  -0.648
O4 0.87 -0.06 -4.86  -0.384
C15 -0.05 -1.01 -4.29  0.518
C16 -0.42 -1.94 -5.46  -0.785
C17 0.75 -2.32 -6.29  0.547
O5 0.77 -2.28 -7.46  -0.518
F1 1.80 -2.77 -5.62  -0.255
C18 -1.35 -0.41 -3.77  -1.835
C19 -1.33 0.36 -2.44  2.250
S2 -0.24 -0.34 -1.14  -0.147
C20 -2.79 0.37 -1.90  -1.481
C21 -3.36 -0.97 -1.48  -0.429
C22 -4.53 -0.77 -0.49  -1.855
C23 -4.00 -0.48 0.88  0.723
C24 -3.63 -1.52 1.75  -0.560
C25 -3.09 -1.23 3.00  -0.458
C26 -2.91 0.09 3.43  -0.158
C27 -3.30 1.14 2.58  -1.630
C28 -3.84 0.83 1.33  -0.031
H1 12.37 -2.60 -3.46  0.289
H2 12.89 -3.53 -2.02  0.289
H3 11.44 -4.01 -2.93  0.247
H4 12.57 -1.46 -0.54  0.383
H5 12.44 -0.74 -2.15  0.366
H6 10.10 -0.84 -0.24  0.309
H7 11.26 0.47 -0.11  0.458
H8 9.45 -0.18 -2.46  0.255
H9 10.78 0.95 -2.58  0.218
H10 9.34 2.56 -1.81  0.554
H11 9.48 1.77 -0.26  0.421
H12 7.49 0.74 -0.36  0.200
H13 7.44 0.63 -2.14  0.439
H14 6.90 3.01 -0.32  0.336
H15 7.23 3.22 -2.03  0.325
H16 5.13 1.21 -1.64  0.315
H17 5.22 2.60 -2.70  0.389
H18 3.96 2.34 -0.01  0.309
H19 4.83 3.86 -0.28  0.393
H20 3.22 3.35 -2.62  0.322
H21 3.03 4.64 -1.43  0.336
H22 1.78 3.07 0.01  0.613
H23 1.81 1.84 -1.23  0.298
H24 0.73 3.99 -2.65  0.371
H25 0.38 4.46 -1.01  0.535
H26 -1.52 3.42 -1.41  0.518
H27 -0.62 2.17 -0.61  0.402
H28 -1.96 2.20 -3.15  0.690
H29 0.49 -1.63 -3.57  0.275
H30 -0.89 -2.82 -5.02  0.443
H31 -1.11 -1.43 -6.12  0.215
H32 -1.70 0.25 -4.55  0.369
H33 -2.06 -1.23 -3.73  0.349
H34 -0.22 -1.64 -1.47  0.188
H35 -3.41 0.74 -2.71  0.344
H36 -2.82 1.11 -1.10  0.300
H37 -3.76 -1.52 -2.33  0.422
H38 -2.64 -1.62 -0.97  0.427
H39 -5.19 0.03 -0.82  0.414
H40 -5.12 -1.69 -0.45  0.547
H41 -3.75 -2.55 1.45  0.411
H42 -2.80 -2.02 3.67  0.535
H43 -2.47 0.33 4.38  0.352
H44 -3.20 2.18 2.85  0.508
H45 -4.16 1.63 0.68  0.769
C29 10.38 3.34 -5.04  0.062
O6 9.92 2.80 -4.05  -0.549
N1 10.71 2.70 -6.17  0.122
C30 11.25 3.39 -7.32  -0.926
C31 10.50 1.26 -6.24  -0.867
H46 10.57 4.42 -5.08  0.259
H47 10.60 3.25 -8.19  0.337
H48 12.24 2.99 -7.57  0.338
H49 11.34 4.45 -7.11  0.290
H50 9.45 1.02 -6.07  0.280
H51 11.08 0.76 -5.46  0.250
H52 10.81 0.89 -7.21  0.366
C32 -4.60 -1.50 -7.20  0.135
O7 -4.99 -2.10 -6.21  -0.627
N2 -4.25 -2.08 -8.36  0.125
C33 -3.77 -1.32 -9.49  -0.918
C34 -4.35 -3.53 -8.47  -0.960
H53 -4.49 -0.40 -7.21  0.296
H54 -4.43 -1.47 -10.35  0.357
H55 -2.76 -1.63 -9.76  0.324
H56 -3.76 -0.26 -9.24  0.301
H57 -5.38 -3.85 -8.30  0.305
H58 -3.72 -4.01 -7.72  0.275
H59 -4.03 -3.84 -9.46  0.397
C35 -1.87 -1.05 6.75  -0.056
O8 -1.52 -1.45 5.65  -0.653
N3 -1.06 -0.91 7.81  0.268
C36 -1.57 -0.44 9.08  -1.088
C37 0.34 -1.25 7.68  -1.058
H60 -2.91 -0.76 6.95  0.456
H61 -1.06 0.48 9.36  0.427
H62 -1.40 -1.19 9.86  0.416
H63 -2.64 -0.25 9.01  0.316
H64 0.80 -0.63 6.91  0.298
H65 0.45 -2.29 7.39  0.299
H66 0.85 -1.08 8.63  0.413
C38 -4.15 -3.44 7.61  0.082
O9 -4.44 -2.37 8.12  -0.609
N4 -4.84 -4.04 6.63  0.199
C39 -4.44 -5.31 6.07  -0.959
C40 -6.03 -3.37 6.12  -0.994
H67 -3.26 -4.02 7.93  0.298
H68 -4.25 -5.20 5.00  0.330
H69 -5.23 -6.05 6.21  0.356
H70 -3.54 -5.67 6.56  0.310
H71 -5.77 -2.39 5.72  0.325
H72 -6.75 -3.23 6.92  0.299
H73 -6.47 -3.98 5.34  0.390
C41 -5.90 4.54 3.09  0.047
O10 -5.28 4.31 2.06  -0.574
N5 -6.64 3.65 3.75  0.182
C42 -7.35 3.98 4.98  -0.731
C43 -6.75 2.30 3.23  -0.429
H74 -5.88 5.54 3.57  0.303
H75 -7.00 3.35 5.79  0.147
H76 -8.42 3.83 4.84  0.319
H77 -7.17 5.02 5.24  0.319
H78 -5.76 1.85 3.17  -0.070
H79 -7.18 2.33 2.22  0.270
H80 -7.37 1.69 3.88  0.275
C44 -4.42 4.17 7.63  0.141
O11 -5.48 4.68 7.94  -0.609
N6 -3.67 3.40 8.45  0.182
C45 -2.42 2.81 8.03  -0.867
C46 -4.15 3.17 9.80  -0.806
H81 -3.98 4.28 6.62  0.256
H82 -2.49 1.72 8.12  0.247
H83 -1.61 3.17 8.67  0.348
H84 -2.20 3.07 7.00  0.304
H85 -5.12 2.68 9.78  0.120
H86 -4.26 4.12 10.33  0.328
H87 -3.44 2.54 10.33  0.352
C47 1.91 -6.45 -10.53  0.117
O12 1.88 -7.63 -10.83  -0.592
N7 1.76 -5.97 -9.28  0.135
C48 1.80 -4.55 -8.98  -0.818
C49 1.55 -6.92 -8.20  -0.923
H88 2.06 -5.65 -11.28  0.252
H89 2.61 -4.34 -8.28  0.306
H90 0.86 -4.24 -8.54  0.334
H91 1.96 -3.98 -9.89  0.258
H92 2.39 -7.61 -8.14  0.307
H93 0.65 -7.50 -8.39  0.304
H94 1.45 -6.38 -7.26  0.322
C50 -8.74 0.35 6.45  -0.008
O13 -7.87 0.61 5.64  -0.580
N8 -8.58 0.47 7.78  0.256
C51 -9.64 0.14 8.72  -0.970
C52 -7.31 0.95 8.29  -1.025
H95 -9.73 -0.03 6.16  0.322
H96 -9.91 1.02 9.31  0.339
H97 -9.31 -0.65 9.39  0.329
H98 -10.52 -0.21 8.18  0.310
H99 -7.10 1.95 7.90  0.233
H100 -6.50 0.29 7.98  0.324
H101 -7.35 1.00 9.38  0.395

***

Below is C12H38B2O6Pb as an isolated structure at a distorted geometry, with properties calculated with ωB97M-V/def2-TZVPD.

## Properties
Energy above the lowest of the compared OMol25 structures with the same formula, charge and spin ... 21.9 kcal per mole
Maximum force ... 4.413 eV/Å
Total charge ... 0
HOMO-LUMO gap ... 8.4832 eV
HOMO level ... -0.2834 Eh

Last column: Mulliken charge in e.
Element x y z (Å)
Pb1 0.79 0.12 -0.17  -0.204
B1 1.25 -1.66 1.56  2.080
H1 1.47 -1.82 0.52  -0.428
H2 2.08 -1.17 2.04  -0.424
H3 0.30 -1.16 1.70  -0.383
H4 1.12 -2.64 2.01  -0.288
B2 -0.01 1.70 -2.17  1.769
H5 0.50 2.10 -3.04  -0.370
H6 0.30 2.06 -1.21  -0.793
H7 -1.06 1.93 -2.23  -0.296
H8 -0.04 0.62 -2.16  -0.534
C1 -2.53 1.27 -0.02  -0.783
O1 -1.49 0.99 0.97  0.228
C2 -1.35 2.00 1.83  -0.796
C3 -0.27 1.79 2.91  -0.736
O2 0.94 1.42 2.19  -0.108
C4 2.03 1.21 3.10  -0.782
H9 -2.47 2.27 -0.46  0.322
H10 -3.49 1.06 0.44  0.340
H11 -2.54 0.46 -0.75  0.097
H12 -2.30 2.09 2.35  0.348
H13 -1.19 2.91 1.24  0.420
H14 -0.56 1.01 3.62  0.406
H15 0.01 2.71 3.42  0.408
H16 2.22 2.03 3.79  0.318
H17 2.88 0.99 2.46  0.124
H18 1.86 0.36 3.75  0.324
C5 -1.74 -1.74 -2.04  -1.032
O3 -1.11 -1.72 -0.82  0.153
C6 -1.67 -2.68 0.17  -0.413
C7 -2.98 -2.40 0.90  -0.443
O4 -4.08 -2.39 0.05  -0.328
C8 -5.30 -2.45 0.73  -0.707
H19 -1.05 -2.16 -2.77  0.231
H20 -2.09 -0.77 -2.38  0.322
H21 -2.65 -2.35 -2.02  0.403
H22 -0.98 -2.68 1.01  0.070
H23 -1.74 -3.71 -0.19  0.367
H24 -2.99 -1.35 1.19  0.014
H25 -3.19 -3.07 1.73  0.592
H26 -5.44 -1.46 1.15  0.262
H27 -5.13 -3.25 1.44  0.327
H28 -6.09 -2.67 0.00  0.219
C9 2.56 -1.29 -2.93  -0.781
O5 2.67 -0.60 -1.75  -0.148
C10 3.84 0.16 -1.72  -0.544
C11 3.80 0.98 -0.43  -0.872
O6 2.64 1.86 -0.33  -0.157
C12 2.56 3.07 -1.04  -0.990
H29 1.50 -1.53 -3.04  0.016
H30 3.05 -2.27 -2.95  0.305
H31 2.78 -0.67 -3.79  0.422
H32 3.90 0.85 -2.56  0.462
H33 4.72 -0.48 -1.80  0.468
H34 4.65 1.59 -0.14  0.531
H35 3.72 0.40 0.50  0.134
H36 1.59 3.48 -0.77  0.231
H37 2.42 2.91 -2.11  0.341
H38 3.40 3.75 -0.94  0.291

***

What is the total charge in the first record?
0

***

What is the total charge in the first record?
0

***

What is the formula in the first record?
C4H7BrO